Computed, not measured: a structure of composition C40H43AgIN2P, with ωB97M-V with the def2-TZVPD basis set.

Computed properties:
M in g/mol: 817.5
Max |F| in eV/Å: 0.63
Charge: -2
E_tot in eV: -66547.159
Spin multiplicity: 1

Last column: Mulliken charge in e.
Element x y z (Å)
Ag  -0.3491  -0.7297  0.0065  -0.279
C  3.0824  -2.0214  -2.8561  -1.474
C  3.5640  -0.8322  -2.0172  0.373
C  5.0475  -1.0095  -1.6923  -1.354
P  2.2751  -0.5213  -0.6480  0.871
C  2.9032  -1.4079  0.8906  1.500
C  3.0820  -2.9063  0.6343  -1.538
C  4.0906  -0.8440  1.6678  -1.794
C  2.4799  1.2667  -0.3635  0.489
C  3.7141  1.8705  -0.1250  0.405
C  3.9006  3.2426  -0.0459  0.235
C  5.2676  3.8393  0.1900  -1.725
C  2.7755  4.0503  -0.2499  -1.151
C  1.5414  3.5083  -0.5044  -0.565
C  1.3149  2.0924  -0.5598  -0.539
N  0.1273  1.5606  -0.8215  0.546
C  -0.9903  2.3377  -1.0901  -1.457
C  -1.5437  2.2683  -2.3842  1.057
C  -0.8354  1.4354  -3.4160  -1.278
C  -2.7291  2.9268  -2.6777  -1.234
C  -3.3997  3.6791  -1.7212  0.922
C  -4.6905  4.3922  -2.0408  -1.491
C  -2.8402  3.7587  -0.4520  -1.089
C  -1.6584  3.1102  -0.1191  2.238
C  -1.0989  3.2165  1.2706  -1.627
H  3.6771  -2.1218  -3.7712  0.475
H  2.0353  -1.8974  -3.1353  0.278
H  3.1692  -2.9530  -2.2908  0.256
H  3.4556  0.0753  -2.6201  0.500
H  5.2199  -1.9144  -1.1090  0.162
H  5.4595  -0.1640  -1.1460  0.235
H  5.6174  -1.1053  -2.6238  0.463
H  2.0181  -1.3191  1.5263  -0.378
H  4.0060  -3.1139  0.0906  0.244
H  2.2409  -3.3116  0.0672  0.251
H  3.1304  -3.4394  1.5881  0.413
H  5.0197  -0.9403  1.1004  0.260
H  4.2101  -1.4024  2.6031  0.456
H  3.9400  0.2045  1.9196  0.412
H  4.5885  1.2470  0.0049  -0.121
H  5.9699  3.0731  0.5239  0.356
H  5.2368  4.6240  0.9517  0.356
H  5.6729  4.2875  -0.7249  0.289
H  2.8865  5.1317  -0.2090  0.308
H  0.6931  4.1606  -0.6785  0.462
H  0.1852  1.7965  -3.5622  0.229
H  -1.3632  1.4577  -4.3720  0.430
H  -0.7571  0.4013  -3.0695  0.102
H  -3.1496  2.8416  -3.6772  0.244
H  -5.1094  4.0352  -2.9830  0.356
H  -4.5361  5.4722  -2.1282  0.260
H  -5.4308  4.2262  -1.2551  0.340
H  -3.3590  4.3294  0.3152  0.319
H  -1.8910  3.4100  1.9968  0.485
H  -0.3616  4.0232  1.3387  0.361
H  -0.5969  2.2878  1.5372  0.068
I  -3.3381  -0.4118  0.1628  -0.142
C  -3.1198  -0.8032  2.2528  -0.142
C  -4.2868  -1.1192  2.8952  -0.598
C  -4.2999  -1.2883  4.2918  -0.539
C  -3.1525  -1.0851  5.0029  -0.798
C  -1.9435  -0.7411  4.3534  1.099
C  -0.7864  -0.4614  5.1149  -0.928
C  0.3621  -0.0730  4.4846  -1.046
C  0.4207  -0.0347  3.0785  0.914
C  -0.6413  -0.3585  2.2488  -1.065
C  -1.8760  -0.6414  2.9235  1.372
H  -5.2033  -1.2260  2.3305  0.385
H  -5.2264  -1.5520  4.7888  0.363
H  -3.1513  -1.1648  6.0861  0.295
H  -0.8400  -0.5369  6.1968  0.283
H  1.2454  0.1739  5.0674  0.380
H  1.3621  0.2778  2.6317  0.260
C  -0.4339  -3.1708  -0.6154  -1.497
C  -1.6909  -3.6217  -1.0254  0.737
C  -2.0790  -3.6715  -2.4046  -0.504
C  -3.3172  -4.0856  -2.8036  -0.672
C  -4.2917  -4.4962  -1.8652  0.385
C  -3.9344  -4.4574  -0.4981  -0.708
C  -2.6976  -4.0422  -0.0954  -0.335
C  -5.5667  -4.9288  -2.2760  0.208
N  -6.6132  -5.2903  -2.6206  -0.709
H  0.3530  -3.1558  -1.3651  0.246
H  -0.1135  -3.4563  0.3840  0.470
H  -1.3502  -3.3644  -3.1479  0.316
H  -3.5686  -4.1144  -3.8584  0.375
H  -4.6708  -4.7673  0.2356  0.386
H  -2.4582  -4.0170  0.9626  0.298

Computed, not measured: a cluster of 8 separate species, C33H49BIN7O3PSi in total, with ωB97M-V with the def2-TZVPD basis set.

Computed properties:
M in g/mol: 788.6
Max |F| in eV/Å: 0.51
Charge: -1
E_tot in eV: -77535.703
Spin multiplicity: 1

Last column: Mulliken charge in e.
Element x y z (Å)
C  1.4296  0.0199  1.7883  -0.021
Si  1.0586  -1.4230  0.6549  0.159
C  2.3899  -2.7203  0.9382  -1.017
C  1.1429  -0.7846  -1.1244  -1.181
C  -0.6010  -2.2093  1.0965  0.115
O  -0.5257  -2.2798  2.5173  -0.821
B  -1.6387  -1.4432  3.0633  1.240
O  -1.9643  -0.4982  1.8984  -0.941
C  -1.8195  -1.3208  0.7856  -0.238
P  -3.4192  -2.3280  0.5767  0.248
O  -4.4108  -1.4537  1.4804  -0.513
I  -3.9335  -1.4336  -1.7642  -0.321
H  0.5872  0.7014  1.9027  -0.286
H  2.2683  0.5745  1.3513  -0.151
H  1.7436  -0.3384  2.7682  0.346
H  3.3283  -2.4930  0.4271  0.177
H  2.5868  -2.7747  2.0110  0.293
H  2.0512  -3.7091  0.6216  0.366
H  1.8693  0.0338  -1.1595  0.312
H  0.1933  -0.3729  -1.4719  0.339
H  1.4809  -1.5416  -1.8350  0.342
H  -0.6919  -3.2238  0.6746  0.486
H  -1.3541  -0.8080  4.0624  -0.329
H  -2.6199  -2.1858  3.2564  -0.299
H  -1.6519  -0.7277  -0.1157  0.392
H  -3.9846  -0.6109  1.7309  0.428
N  -2.0268  4.8254  2.7797  0.154
C  -0.6742  4.8093  2.5631  -0.507
C  -0.3319  3.5451  2.1599  -0.483
C  -1.5189  2.7615  2.1404  -0.154
C  -2.5447  3.5819  2.5252  -0.797
H  -2.5577  5.6194  3.0869  0.176
H  -0.0724  5.6905  2.7147  0.405
H  0.6628  3.2068  1.9190  0.372
H  -1.6069  1.7117  1.8998  0.418
H  -3.5961  3.3846  2.6461  0.395
N  3.7165  3.5852  5.1616  0.040
C  2.9044  3.6152  4.0612  -0.471
C  3.5756  3.0201  3.0270  -0.208
C  4.8405  2.6080  3.5313  -0.531
C  4.8971  2.9687  4.8508  -0.604
H  3.4746  3.9502  6.0636  0.183
H  1.9221  4.0545  4.1065  0.309
H  3.2040  2.8852  2.0254  0.471
H  5.6209  2.1047  2.9843  0.422
H  5.6699  2.8367  5.5884  0.371
N  -4.2324  -5.3367  -1.2971  0.169
C  -4.8013  -6.0512  -2.3094  -0.506
C  -4.7074  -7.3839  -1.9961  -0.266
C  -4.0504  -7.4690  -0.7380  -0.797
C  -3.7727  -6.1865  -0.3359  -0.354
H  -4.1616  -4.3316  -1.2622  0.074
H  -5.2196  -5.5498  -3.1662  0.398
H  -5.0676  -8.2019  -2.5988  0.406
H  -3.8110  -8.3657  -0.1909  0.384
H  -3.2938  -5.8052  0.5498  0.386
N  7.0133  -0.3827  0.7885  0.018
C  5.7618  -0.3416  0.2401  -0.529
C  5.8028  -1.0112  -0.9539  0.028
C  7.1363  -1.4760  -1.1309  -1.206
C  7.8597  -1.0697  -0.0388  -0.349
H  7.2683  0.0279  1.6677  0.181
H  4.9467  0.1489  0.7462  0.511
H  4.9702  -1.1559  -1.6221  0.575
H  7.5195  -2.0410  -1.9646  0.398
H  8.8950  -1.2156  0.2180  0.399
N  -3.4326  8.3758  2.8131  0.010
C  -4.1818  7.9065  3.8591  -0.493
C  -5.4941  8.1933  3.5949  -0.431
C  -5.5370  8.8624  2.3412  -0.387
C  -4.2499  8.9579  1.8844  -0.517
H  -2.4343  8.3060  2.7372  0.207
H  -3.7221  7.4108  4.6978  0.446
H  -6.3304  7.9481  4.2277  0.411
H  -6.4135  9.2260  1.8318  0.386
H  -3.8503  9.3837  0.9804  0.370
N  -7.3131  -5.9879  -5.3340  0.063
C  -8.3625  -5.8221  -6.1938  -0.526
C  -8.0479  -6.4567  -7.3663  -0.394
C  -6.7553  -7.0273  -7.2039  -0.536
C  -6.3299  -6.7195  -5.9386  -0.253
H  -7.2687  -5.6267  -4.3980  0.203
H  -9.2392  -5.2703  -5.9015  0.372
H  -8.6729  -6.5058  -8.2424  0.382
H  -6.2015  -7.5965  -7.9317  0.386
H  -5.4170  -6.9581  -5.4192  0.314
N  7.6746  1.2271  -3.1381  0.061
C  8.7073  1.3259  -4.0266  -0.532
C  8.2473  1.9859  -5.1367  -0.425
C  6.8788  2.2941  -4.9053  -0.607
C  6.5577  1.8099  -3.6636  -0.267
H  7.7153  0.7662  -2.2432  0.217
H  9.6783  0.9210  -3.7977  0.348
H  8.8250  2.2188  -6.0158  0.383
H  6.2074  2.8076  -5.5731  0.389
H  5.6325  1.8286  -3.1134  0.414

Computed, not measured: an isolated molecule of C22H33N3O, with ωB97M-V with the def2-TZVPD basis set.

Computed properties:
M in g/mol: 355.5
SMILES string: Cc1c(C)n(C)c2ccc(C(=O)NCCCN(C)C3CCCCC3)cc12
Max |F| in eV/Å: 0.59
ΔE to the lowest compared entry with this formula, charge and spin in kJ/mol: 72.1
Spin multiplicity: 1

Last column: natural (NBO) charge in e.
Element x y z (Å)
C  -5.8776  -1.8521  -1.0150  -0.625
C  -5.0604  -0.7531  -0.4259  -0.087
C  -5.4668  0.4798  0.0062  0.190
N  -4.3839  1.1906  0.4881  -0.367
C  -3.2652  0.4192  0.3709  0.225
C  -1.9378  0.6748  0.6970  -0.291
C  -1.0121  -0.3194  0.4715  -0.157
C  -1.3798  -1.5556  -0.0853  -0.186
C  -2.6949  -1.7998  -0.4394  -0.144
C  -3.6521  -0.8200  -0.2023  -0.100
H  -2.9563  -2.7459  -0.8872  0.230
C  -0.3654  -2.6105  -0.3624  0.669
O  -0.4166  -3.3406  -1.3342  -0.629
N  0.6058  -2.7155  0.5814  -0.620
H  0.5948  -2.0723  1.3556  0.393
C  1.7929  -3.5144  0.3898  -0.229
C  2.9702  -2.6672  -0.1035  -0.406
H  3.7894  -3.3199  -0.4043  0.210
H  2.6480  -2.1184  -0.9889  0.208
C  3.4742  -1.6846  0.9604  -0.207
N  4.2666  -0.6236  0.3609  -0.456
C  5.3558  -0.1895  1.2079  -0.407
H  5.0320  0.1679  2.1975  0.162
H  5.9052  0.6071  0.7126  0.200
H  6.0375  -1.0281  1.3536  0.200
C  3.4549  0.4471  -0.2076  -0.037
C  4.1856  1.1302  -1.3669  -0.396
C  3.2503  2.1084  -2.0721  -0.398
C  2.7349  3.1576  -1.0911  -0.395
C  2.0304  2.4889  0.0855  -0.396
C  2.9735  1.5157  0.7871  -0.428
H  3.8296  2.0667  1.1811  0.198
H  2.4622  1.0430  1.6305  0.202
H  1.6870  3.2475  0.7936  0.205
H  1.1524  1.9503  -0.2802  0.195
H  2.0460  3.8360  -1.5991  0.207
H  3.5749  3.7499  -0.7199  0.191
H  3.7770  2.5965  -2.8949  0.208
H  2.4042  1.5616  -2.4947  0.196
H  5.0557  1.6734  -0.9943  0.189
H  4.5377  0.3676  -2.0625  0.218
H  2.5662  -0.0358  -0.6295  0.195
H  4.1014  -2.2273  1.6714  0.198
H  2.6227  -1.2757  1.5297  0.150
H  2.0463  -4.0149  1.3293  0.189
H  1.5401  -4.2646  -0.3627  0.239
H  0.0266  -0.1206  0.6959  0.195
H  -1.6253  1.6231  1.1105  0.210
C  -4.4529  2.5241  1.0118  -0.400
H  -5.1452  2.5739  1.8561  0.203
H  -3.4666  2.8285  1.3531  0.217
H  -4.7893  3.2277  0.2453  0.202
C  -6.8232  1.0902  0.0189  -0.650
H  -6.8384  2.0161  -0.5570  0.219
H  -7.5461  0.4045  -0.4119  0.232
H  -7.1352  1.3217  1.0380  0.219
H  -5.4054  -2.2212  -1.9239  0.220
H  -6.8812  -1.5132  -1.2581  0.211
H  -5.9542  -2.6858  -0.3164  0.217

Computed, not measured: a structure of composition C28H54AlCaClF3N2O15RbS in a non-equilibrium geometry, with ωB97M-V with the def2-TZVPD basis set.

Computed properties:
M in g/mol: 935.8
Max |F| in eV/Å: 5.30
Charge: +3
Expectation value of S²: 1.78
E_tot in eV: -120769.805
Spin multiplicity: 2

Last column: Mulliken charge in e.
Element x y z (Å)
C  9.2855  0.1952  1.9547  -2.384
C  8.0415  1.0816  2.0832  1.097
C  7.3858  1.2581  0.7468  -0.840
C  6.0343  1.9607  0.8466  -0.033
O  4.9787  1.0930  0.7361  -0.616
C  4.0357  1.4060  1.7354  -0.589
C  3.4657  2.8212  1.6101  0.754
O  4.0922  3.8250  1.2518  -0.555
O  2.2204  2.8323  2.0192  -0.346
C  2.0455  1.5264  2.7082  -0.725
C  2.7492  0.5958  1.7428  0.686
C  2.7462  -0.9125  2.0077  -0.982
N  2.1284  -1.7064  0.9452  -0.293
C  3.0110  -1.9651  -0.1913  -0.670
H  9.1460  -0.7275  2.5105  0.434
H  10.1681  0.6963  2.3641  0.388
H  9.4957  -0.0315  0.9132  0.924
H  7.2849  0.5674  2.7317  -0.457
H  8.3757  2.0394  2.4924  0.411
H  8.0961  1.8843  0.1421  -0.467
H  7.3089  0.2940  0.2515  0.141
H  5.9263  2.6438  -0.0515  0.837
H  5.9890  2.5854  1.7367  0.328
H  4.4904  1.4313  2.7334  0.339
H  1.0365  1.2943  3.0114  0.436
H  2.6433  1.6675  3.6052  0.304
H  2.3115  0.8270  0.7691  0.367
H  2.1494  -1.1072  2.8943  0.453
H  3.7606  -1.2808  2.1032  0.281
H  1.2730  -1.2779  0.6238  0.233
H  3.8669  -1.2925  -0.2245  0.085
H  3.3852  -2.9838  -0.1708  0.288
H  2.4611  -1.8839  -1.1255  0.311
Rb  11.0516  0.2905  0.0239  0.980
Cl  6.2850  -1.1394  2.7206  -0.579
C  7.8449  1.2738  5.6740  0.770
O  7.5364  0.8623  6.8479  -0.295
O  7.0919  2.3064  5.1870  -0.384
O  8.7491  0.7695  5.0633  -0.404
H  6.4529  2.5030  5.8949  0.303
C  7.7869  -2.9456  7.1712  -0.469
C  6.8280  -4.0756  7.5438  -0.609
C  5.7354  -3.9057  6.4952  -0.438
O  6.3718  -3.3798  5.3279  -0.343
C  7.6918  -2.9538  5.6496  0.258
H  8.8030  -3.0928  7.5332  0.404
H  7.4182  -1.9962  7.5680  0.130
H  7.3224  -5.0407  7.4211  0.264
H  6.4502  -4.0159  8.5625  0.352
H  4.9741  -3.1908  6.8286  0.271
H  5.2405  -4.8429  6.2411  0.263
H  8.4044  -3.6653  5.2141  0.251
H  7.8665  -1.9737  5.2026  -0.325
O  -0.2200  -1.9580  -2.0921  -0.626
H  0.0312  -1.0604  -2.3312  0.318
H  0.3631  -2.1823  -1.3593  0.298
Ca  7.6868  3.7147  -0.6342  0.810
C  -5.7600  -3.2853  -3.2770  -1.750
C  -6.3762  -1.8698  -3.1970  1.795
C  -5.8557  -0.9772  -4.3380  -0.650
C  -4.4187  -0.4916  -4.1741  -0.629
C  -4.2031  0.1720  -2.8167  -1.274
C  -4.6009  -0.7147  -1.6298  1.666
N  -6.0284  -1.1919  -1.8804  0.727
O  -6.8219  -0.4022  -1.5486  -0.230
C  -3.6222  -1.8891  -1.4758  -1.758
C  -4.5290  0.0653  -0.3249  -1.773
C  -7.8828  -2.0455  -3.3153  -1.722
H  -5.7098  -3.7628  -2.2988  0.337
H  -6.3794  -3.9160  -3.9067  0.498
H  -4.7642  -3.2908  -3.7132  0.328
H  -6.5090  -0.1047  -4.4256  -0.303
H  -5.9618  -1.5459  -5.2604  0.444
H  -3.7163  -1.3164  -4.3109  0.381
H  -4.2020  0.2275  -4.9645  0.512
H  -3.1572  0.4428  -2.6838  0.431
H  -4.7778  1.1037  -2.7762  0.329
H  -3.9761  -2.5963  -0.7248  0.397
H  -2.6509  -1.5306  -1.1494  0.498
H  -3.4420  -2.4342  -2.3964  0.260
H  -5.1035  0.9903  -0.3536  0.330
H  -3.4918  0.3274  -0.1407  0.435
H  -4.8848  -0.5328  0.5143  0.478
H  -8.2825  -2.6234  -2.4817  0.482
H  -8.0927  -2.5828  -4.2349  0.520
H  -8.4145  -1.0960  -3.3623  0.243
C  -9.9436  1.6579  -0.6553  0.694
F  -10.6795  2.2689  -1.5645  -0.197
F  -10.6745  1.4072  0.4123  -0.212
F  -9.4678  0.5212  -1.1623  -0.153
S  -8.5005  2.6928  -0.2104  1.088
O  -9.0192  3.9347  0.3341  -0.351
O  -7.7856  2.8796  -1.4449  -0.406
O  -7.7643  1.9375  0.7719  -0.428
Al  5.7917  5.1092  1.8341  0.644
C  -7.5993  3.7024  -8.9105  -0.625
O  -8.2377  3.7776  -7.6277  -0.349
C  -7.8008  2.9125  -6.7350  0.722
O  -6.9345  2.0871  -6.8934  -0.565
O  -8.4822  3.0925  -5.5985  -0.350
C  -8.0869  2.2007  -4.5679  -0.335
H  -8.0647  4.4674  -9.5217  0.228
H  -6.5348  3.9035  -8.8186  0.295
H  -7.7611  2.7259  -9.3599  0.301
H  -7.0358  2.3468  -4.3169  0.279
H  -8.2627  1.1703  -4.8802  0.233
H  -8.6955  2.4170  -3.6984  0.140